The following is a DFT calculation (ωB97M-V with the def2-TZVPD basis set) of a 2-piece molecular cluster, C2H7NOS overall.

The gap between HOMO and LUMO (spin up / spin down) is 8.514 / 7.519 eV. The energy is -608.3846 hartree.

Positions of all 12 atoms, in Å:
C1 -1.792 -0.635 -0.334
C2 2.120 0.876 -0.255
N1 -0.824 0.197 0.362
O1 -0.540 1.481 0.084
S1 1.421 -0.626 -0.199
H1 -2.873 -0.512 0.057
H2 -1.816 -0.251 -1.397
H3 -1.515 -1.693 -0.215
H4 2.317 1.173 -1.271
H5 2.791 1.145 0.609
H6 -0.771 -0.169 1.396
H7 1.483 -0.984 1.162

Charges per atom according to natural (NBO) partitioning, unit e:
1. C -0.45
2. C -0.66
3. N -0.19
4. O -0.46
5. S 0.25
6. H 0.20
7. H 0.23
8. H 0.21
9. H 0.22
10. H 0.22
11. H 0.33
12. H 0.12